{
  "formula": "C6H10O",
  "method": "wB97M-V/def2-TZVPD",
  "energy_ha": -309.64245,
  "homo_lumo_gap_ev": [8.79, 6.51],
  "homo_ev": [-8.356, -6.520],
  "symbols": ["O", "C", "C", "C", "C", "C", "C", "H", "H", "H", "H", "H", "H", "H", "H", "H", "H"],
  "xyz": [[-1.3309, -0.1541, -1.9377], [-0.7391, 0.1673, -0.7837], [0.7058, 0.6029, -0.7766], [1.3474, 0.0569, 0.4833], [0.7848, -1.2929, 0.7019], [-1.4435, 0.4548, 1.4637], [-1.6105, 0.6311, 0.1951], [-0.6014, -0.2091, -2.5815], [-0.2633, -1.2913, 0.0050], [0.7918, 1.6908, -0.8424], [1.2319, 0.1765, -1.6443], [1.0866, 0.6958, 1.3287], [2.4392, 0.0311, 0.4440], [1.2230, -2.0512, 0.0348], [0.8852, -1.6289, 1.7204], [-1.9946, 0.9457, 2.2465], [-2.5124, 1.1745, -0.0574]],
  "forces_ev_per_a": [[0.6, -0.1, -1.8], [0.8, 0.8, -1.1], [0.2, -0.1, -0.5], [0.4, 0.8, 0.4], [-1.4, -1.7, -2.4], [-0.1, -0.1, 2.5], [-0.6, 0.4, 0.1], [-0.7, -0.1, -0.1], [1.5, -0.1, 2.8], [0.0, 0.0, -0.1], [-0.2, 0.0, 0.0], [0.0, 0.1, 0.0], [0.0, 0.2, -0.2], [0.7, 0.1, 0.3], [-0.8, -0.3, 0.2], [0.0, 0.2, 0.4], [-0.3, -0.1, -0.6]]
}

{
  "formula": "C2H8N4O",
  "method": "wB97M-V/def2-TZVPD",
  "energy_ha": -375.11775,
  "homo_lumo_gap_ev": 9.52,
  "smiles": "[H]/N=C(\\CNN)ON",
  "homo_ev": -8.609,
  "symbols": ["H", "N", "C", "C", "N", "N", "O", "N", "H", "H", "H", "H", "H", "H", "H"],
  "xyz": [[1.3285, -1.4938, 0.7879], [0.3705, -1.7042, 0.4849], [-0.0600, -0.7490, -0.2632], [0.6679, 0.0582, -1.2915], [0.3706, 1.3506, -0.6429], [1.2985, 1.7343, 0.3801], [-1.5252, -0.4940, -0.3698], [-2.2284, -1.0993, 0.7514], [1.7371, -0.1654, -1.3288], [0.1782, -0.0113, -2.2655], [-0.6514, 1.5062, -0.5383], [1.1331, 1.2674, 1.2770], [1.2024, 2.7254, 0.6179], [-1.9141, -2.0816, 0.7162], [-1.9076, -0.8435, 1.6846]],
  "forces_ev_per_a": [[0.0, -0.8, -0.9], [-0.9, 2.6, 0.7], [-1.4, -3.3, -0.9], [-1.4, 0.9, 2.1], [0.6, 2.2, -1.1], [-0.6, -0.1, 0.3], [2.7, -1.1, 2.0], [-0.4, -1.4, -1.1], [-0.3, 0.2, 0.0], [0.1, 0.1, 0.1], [1.4, -0.2, 0.5], [-0.3, -0.2, -0.2], [0.0, -0.3, -0.7], [-0.4, 0.4, -0.1], [0.7, 1.0, -0.5]]
}

{
  "formula": "C5H12O",
  "method": "wB97M-V/def2-TZVPD",
  "energy_ha": -272.91421,
  "homo_lumo_gap_ev": 9.31,
  "smiles": "C/C=C(/C)O.C",
  "homo_ev": -8.413,
  "symbols": ["C", "C", "C", "C", "O", "H", "H", "H", "H", "H", "H", "H", "H", "C", "H", "H", "H", "H"],
  "xyz": [[1.9852, -0.4691, -1.0044], [0.8390, -0.9845, -0.1776], [-0.4375, -0.6880, -0.4404], [-1.6133, -1.1314, 0.3735], [-0.8203, 0.1029, -1.4818], [1.9863, -0.8805, -2.0221], [2.9451, -0.7325, -0.5550], [1.9743, 0.6281, -1.0960], [1.0461, -1.6224, 0.6752], [-1.3325, -1.2525, 1.4225], [-1.9993, -2.0841, 0.0048], [-2.4196, -0.3963, 0.3050], [-0.0260, 0.4407, -1.9172], [-0.4293, 1.8083, 1.1787], [0.1723, 0.9142, 0.9579], [-0.5775, 1.8662, 2.2573], [-1.4102, 1.7958, 0.6902], [0.1172, 2.6850, 0.8294]],
  "forces_ev_per_a": [[0.1, 0.0, -0.1], [-0.2, -0.2, -0.2], [0.2, -0.5, 0.1], [0.0, -0.1, 0.0], [0.2, 0.1, -0.1], [0.0, 0.0, 0.1], [-0.1, 0.0, 0.0], [0.0, -0.1, 0.0], [0.0, 0.1, -0.1], [0.0, 0.0, -0.1], [0.0, 0.0, 0.0], [0.2, -0.1, 0.0], [-0.1, 0.0, -0.1], [0.1, 0.1, 0.1], [-0.5, 0.6, 0.1], [0.0, 0.1, 0.0], [0.3, -0.2, 0.0], [-0.1, 0.1, 0.1]]
}

{
  "formula": "C5H13NO",
  "method": "wB97M-V/def2-TZVPD",
  "energy_ha": -328.26834,
  "homo_lumo_gap_ev": 10.52,
  "smiles": "CC(C)(N)O.C=C",
  "homo_ev": -9.467,
  "symbols": ["C", "C", "C", "N", "O", "H", "H", "H", "H", "H", "H", "H", "H", "H", "C", "C", "H", "H", "H", "H"],
  "xyz": [[-1.0809, 0.2959, -1.0511], [-0.8642, -0.8167, 0.0808], [0.3006, -1.7235, -0.3175], [-2.0725, -1.5726, 0.1760], [-0.6095, -0.2036, 1.3297], [-1.9289, 0.9076, -0.7623], [-0.2071, 0.9121, -1.2572], [-1.3063, -0.2368, -1.9769], [1.1920, -1.1335, -0.4952], [0.5125, -2.4242, 0.4945], [0.0418, -2.2842, -1.2101], [-2.8225, -1.0040, 0.5482], [-1.9504, -2.4335, 0.6951], [0.1310, 0.4294, 1.2367], [1.8438, 1.9317, -0.2380], [1.6999, 1.8225, 1.0749], [2.4190, 1.2237, -0.8134], [1.3348, 2.6983, -0.8016], [1.1347, 2.5412, 1.6468], [2.2322, 1.0703, 1.6407]],
  "forces_ev_per_a": [[0.1, -1.5, 0.7], [0.2, 1.0, -1.6], [-0.4, -0.1, 0.3], [0.0, -0.2, -0.4], [0.5, 0.6, 0.5], [-0.1, 0.2, 0.0], [0.0, 0.0, 0.4], [-0.2, 0.1, 0.1], [0.2, 0.1, -0.1], [0.0, 0.0, 0.0], [0.1, 0.0, -0.2], [0.0, -0.2, 0.2], [-0.1, 0.2, 0.2], [-0.5, -0.5, -0.1], [-0.2, -0.1, 0.2], [0.6, 0.3, -0.1], [0.2, -0.1, 0.0], [0.0, 0.2, 0.0], [-0.2, 0.1, 0.0], [0.0, -0.1, 0.0]]
}